Computed, not measured: an isolated ion of composition C8H4ClF3NO2 and charge -1 in a non-equilibrium geometry, with ωB97M-V with the def2-TZVPD basis set.

Structure (XYZ):
```
19
Properties=species:S:1:pos:R:3:forces:R:3:lowdin_charge:R:1
C -1.9518 -0.1455 -0.1471 -2.63 1.18 1.07 -0.1654
C -1.2966 -1.2369 0.2490 -0.22 -1.30 1.32 -0.1517
C -1.4007 1.0707 -0.6391 -0.76 0.42 1.26 -0.0490
C 0.0747 -1.4713 0.2773 0.72 -1.59 -0.51 -0.1121
C -1.8308 3.2507 0.8474 -0.04 -0.48 -0.15 -0.5973
C -1.7826 2.1893 -0.0245 0.48 -0.72 -1.94 0.0022
C 1.1779 -0.9975 -0.4236 1.41 -1.60 2.41 -0.3835
C 2.5563 -1.6070 0.1225 0.96 0.76 0.95 -0.5670
N 1.1599 -0.2180 -1.4197 -0.52 1.76 -1.93 -0.3693
O -1.4806 3.7049 -0.3285 0.55 0.11 -1.06 0.1102
O -1.8825 3.6721 1.9367 -0.51 1.02 2.32 0.1312
F 3.4551 -0.6438 0.4434 -0.34 0.59 0.07 0.0408
F 2.5554 -2.3521 1.2694 -1.23 0.01 -0.41 0.0835
F 3.2130 -2.3692 -0.7489 -0.37 -0.52 -1.07 0.1168
Cl 2.6234 0.5855 -1.8689 0.14 0.02 -0.38 0.5395
H -2.9549 0.0211 0.3061 0.55 -0.53 -0.57 0.1018
H -1.9089 -1.9842 0.8580 0.86 0.95 -1.02 0.1215
H -0.6682 0.9505 -1.3816 0.98 0.63 -1.26 0.0771
H 0.3419 -2.4194 0.6721 -0.01 -0.72 0.89 0.0708
```
Forces are in eV/Å.

The net charge is -1. As for the SMILES: [O-]C1=C(/C=C/C=C\C(=N\Cl)C(F)(F)F)O1. Its LUMO energy is 3.332 eV. For the energy relative to the best compared isomer or geometry (same formula, charge and spin), the calculation gives 371.7 kJ/mol.